Density functional theory data (ωB97M-V/def2-TZVPD) for 2 unconnected molecules or ions with the total composition C3H10N2O2 at a distorted geometry.

Last column: Löwdin charge in e.
Cartesian coordinates (Å):
N1 -0.73375 0.94708 0.86889  -0.0492
C1 0.28370 1.58628 -0.03165  -0.1329
C2 1.07082 0.46370 -0.90855  -0.5091
N2 0.66309 -0.80223 -0.90909  -0.0092
C3 1.65531 -1.79966 -0.42766  -0.0466
O1 2.19798 0.74060 -1.26046  0.0459
H1 -0.28186 0.21419 1.43506  0.0793
H2 -1.07556 1.61604 1.60567  0.1026
H3 -0.25836 2.35908 -0.60702  0.1094
H4 1.08298 2.08701 0.52691  0.1030
H5 -0.28224 -0.74751 -0.51138  0.1097
H6 1.14137 -2.72901 -0.10234  0.0921
H7 2.36168 -1.93836 -1.24225  0.0817
H8 2.14335 -1.35792 0.44995  0.0862
H9 -2.78055 0.30894 0.19244  0.0130
H10 -3.83826 -0.71519 0.14513  -0.0013
O2 -3.34971 -0.23304 0.77633  -0.0743

Summary:
**HOMO level**: -9.697 eV
**E**: -10347.803 eV
**Gap between HOMO and LUMO**: 10.39 eV
**F_max**: 3.2 eV/Å
**2S+1**: 1
**ΔE to the lowest compared entry with this formula, charge and spin**: 162.5 kJ/mol
**E_LUMO**: 0.689 eV

Density functional theory data (ωB97M-V/def2-TZVPD) for a molecular structure, C10H10N3S2 at a distorted geometry.

Last column: Löwdin charge in e.
Cartesian coordinates (Å):
C1 -3.66575 0.62801 1.07300  -0.0713
C2 -3.58834 -0.37896 0.12224  -0.0773
C3 -2.70069 1.64378 1.10528  -0.0421
C4 -2.48556 -0.49923 -0.72456  -0.0182
C5 -1.59722 1.59992 0.22123  -0.0557
C6 -1.49583 0.55508 -0.66138  -0.2273
C7 3.73377 -2.33703 0.38164  0.2447
C8 4.49166 -1.43972 -0.15175  -0.7021
C9 0.90198 0.50948 -0.53131  -0.4146
C10 -0.19551 0.48838 -1.52374  -0.0353
N1 1.75795 1.48368 -0.18271  -0.1769
N2 2.10339 -0.46814 1.15833  -0.2908
N3 1.15610 -0.60391 0.13589  0.0038
S1 4.76876 0.18569 -0.17071  0.7132
S2 2.79702 0.93393 0.92167  0.9270
H1 -4.53842 0.71808 1.75101  0.1227
H2 -4.32931 -1.14480 0.05133  0.1027
H3 -2.58546 2.35518 1.92985  0.1149
H4 -2.33076 -1.21646 -1.51628  0.1043
H5 -0.90986 2.37408 0.10707  0.0959
H6 3.36401 -3.16606 0.84151  0.0556
H7 5.40165 -1.89779 -0.65149  0.1412
H8 -0.24544 -0.47119 -2.05706  0.1360
H9 -0.20082 1.46095 -2.00151  0.1354
H10 0.39268 -1.31297 0.37243  0.2141

Summary:
**HOMO level (alpha / beta)**: -12.272 / -12.272 eV
**E**: -36660.176 eV
**Total charge**: +1
**Gap between HOMO and LUMO (alpha / beta)**: 6.59 / 6.59 eV
**F_max**: 3.8 eV/Å
**2S+1**: 1
**E_LUMO (alpha / beta)**: -5.681 / -5.683 eV

The highest F_max belongs to which entry? C10H10N3S2

What is the E in the first record? -10347.803 eV